{"formula": "C67H91N12O8", "method": "the ωB97M-V functional and the def2-TZVPD basis", "species": ["N", "O", "O", "O", "C", "C", "C", "C", "C", "C", "N", "O", "C", "C", "C", "H", "H", "H", "H", "H", "H", "H", "H", "H", "H", "H", "H", "H", "H", "H", "H", "H", "H", "C", "N", "C", "C", "C", "C", "C", "C", "C", "C", "N", "C", "C", "C", "H", "H", "H", "H", "H", "H", "H", "H", "H", "H", "H", "H", "H", "H", "C", "N", "C", "C", "C", "C", "C", "C", "C", "C", "N", "C", "C", "C", "H", "H", "H", "H", "H", "H", "H", "H", "H", "H", "H", "H", "H", "H", "C", "N", "C", "C", "C", "C", "C", "C", "C", "C", "N", "C", "C", "C", "H", "H", "H", "H", "H", "H", "H", "H", "H", "H", "H", "H", "H", "H", "C", "N", "C", "C", "C", "C", "C", "C", "C", "C", "N", "C", "C", "C", "H", "H", "H", "H", "H", "H", "H", "H", "H", "H", "H", "H", "H", "H", "C", "C", "N", "C", "C", "N", "C", "C", "H", "H", "H", "H", "H", "H", "H", "H", "H", "H", "H", "C", "C", "O", "O", "H", "H", "H", "C", "C", "O", "O", "H", "H", "H"], "positions_angstrom": [[-0.1072, -0.2553, -1.0099], [0.1148, -0.7657, -2.0670], [-0.4239, 0.9451, -0.8987], [-0.0044, -0.9518, -0.0161], [1.1495, 0.6389, -7.3594], [-0.2885, 1.0854, -7.2574], [-1.1455, -0.0767, -6.7566], [-0.9452, -0.3082, -5.3282], [-1.3488, 0.9509, -4.5062], [-0.5385, 2.2162, -4.8789], [-0.3864, 2.2983, -6.3921], [-0.4082, 3.5796, -6.9471], [0.8482, 2.2645, -4.1442], [-1.3235, 3.4746, -4.4059], [-0.9857, 1.3563, -8.6681], [1.6121, 0.0850, -6.5424], [1.7154, 1.5173, -7.6699], [1.3623, -0.0673, -8.1620], [-0.8629, -0.9634, -7.3241], [-2.2144, 0.0865, -6.8937], [0.0371, -0.6604, -5.0134], [-1.5130, -1.1683, -4.9733], [-1.2315, 0.7740, -3.4370], [-2.3824, 1.2581, -4.6655], [1.5243, 1.4827, -4.4903], [0.7921, 2.1958, -3.0578], [1.3318, 3.2359, -4.2472], [-0.7414, 4.3951, -4.4502], [-1.5183, 3.3615, -3.3395], [-2.2645, 3.6055, -4.9403], [-0.3595, 1.9130, -9.3652], [-1.9096, 1.9271, -8.5750], [-1.2542, 0.4596, -9.2267], [-3.0402, -0.5681, 10.5508], [-2.8370, 0.1668, 9.1715], [-1.6384, 0.7518, 8.8777], [-1.4085, 1.3215, 7.6220], [-2.4401, 1.3155, 6.7076], [-3.6219, 0.6894, 7.0279], [-3.8601, 0.0718, 8.2344], [-2.2778, 1.8703, 5.3205], [-2.0237, 3.2544, 5.1002], [-1.8558, 3.6867, 3.7652], [-1.9889, 2.7998, 2.7536], [-2.3063, 1.4939, 2.9054], [-2.4128, 1.0116, 4.2347], [-1.9454, 3.2015, 1.3533], [-2.1062, -0.6799, 11.1016], [-3.4829, -1.5620, 10.4844], [-3.7218, 0.1341, 11.0308], [-0.9149, 0.6993, 9.6778], [-0.4886, 1.8188, 7.3517], [-4.4640, 0.7502, 6.3544], [-4.7800, -0.3930, 8.5572], [-1.8739, 4.0113, 5.8559], [-1.5540, 4.6957, 3.5259], [-2.4927, 0.9094, 2.0165], [-2.7869, 0.0388, 4.5178], [-2.9467, 3.2509, 0.9253], [-1.4831, 2.3771, 0.8105], [-1.4587, 4.1714, 1.2505], [-5.5780, -2.8335, -4.1493], [-4.9468, -2.9700, -2.8006], [-5.6093, -3.5339, -1.7906], [-4.9671, -3.7755, -0.5613], [-3.7578, -3.2520, -0.3092], [-3.1118, -2.5980, -1.4093], [-3.6998, -2.4880, -2.6551], [-3.1199, -3.5390, 1.0098], [-3.3018, -4.7829, 1.6498], [-2.6814, -5.0369, 2.8403], [-1.7765, -4.1944, 3.3221], [-1.6162, -2.9643, 2.8365], [-2.2004, -2.5988, 1.5943], [-1.0797, -4.6682, 4.5819], [-5.3242, -3.6092, -4.8717], [-5.2784, -1.9000, -4.6256], [-6.6661, -2.8183, -4.0879], [-6.5700, -3.9422, -2.0676], [-5.5262, -4.2579, 0.2267], [-2.1162, -2.1866, -1.3324], [-3.2997, -1.9269, -3.4866], [-3.9198, -5.5688, 1.2415], [-2.8461, -5.9549, 3.3849], [-0.9150, -2.3379, 3.3679], [-1.9901, -1.6547, 1.1138], [-0.8593, -5.7258, 4.4365], [-1.7737, -4.5316, 5.4112], [-0.1703, -4.1979, 4.9560], [0.4340, -5.7995, -10.3138], [0.6944, -5.1898, -9.0121], [-0.2842, -4.6768, -8.2345], [0.0868, -4.0191, -7.0249], [1.3176, -4.1706, -6.4729], [2.2703, -4.7548, -7.2521], [1.9874, -5.1187, -8.5918], [1.6319, -3.6977, -5.1715], [0.6883, -3.7897, -4.0623], [1.1813, -3.4657, -2.8180], [2.4367, -3.0254, -2.6214], [3.2557, -2.8338, -3.6724], [2.8984, -3.1857, -4.9691], [2.9253, -2.6693, -1.3100], [-0.3948, -6.5040, -10.2450], [1.3314, -6.3019, -10.6747], [0.0333, -5.0016, -10.9390], [-1.2888, -4.6777, -8.6309], [-0.7418, -3.4734, -6.5984], [3.3137, -4.8979, -7.0130], [2.7440, -5.5669, -9.2188], [-0.3671, -3.9943, -4.1660], [0.5789, -3.4651, -1.9216], [4.2250, -2.3804, -3.5267], [3.6278, -2.8803, -5.7047], [3.9852, -2.4370, -1.2059], [2.7444, -3.5365, -0.6751], [2.3846, -1.7640, -1.0340], [6.4121, -2.0416, 10.6226], [5.8030, -1.4454, 9.4129], [5.0965, -0.3145, 9.4658], [4.4999, 0.1308, 8.3044], [4.6118, -0.5865, 7.0778], [5.2354, -1.8272, 7.1485], [5.8031, -2.2231, 8.3603], [3.8481, -0.1204, 5.8689], [4.3720, -0.2772, 4.5858], [3.6522, 0.1218, 3.4573], [2.3809, 0.5222, 3.5915], [1.8363, 0.6753, 4.8215], [2.5260, 0.3506, 5.9415], [1.6331, 0.7896, 2.2964], [5.7393, -2.7793, 11.0599], [6.5554, -1.2221, 11.3269], [7.3415, -2.5721, 10.4153], [5.1222, 0.2879, 10.3619], [3.8999, 1.0288, 8.3100], [5.1435, -2.4467, 6.2686], [6.2207, -3.2080, 8.5086], [5.3716, -0.6409, 4.3990], [4.0295, 0.0281, 2.4497], [0.8815, 1.1724, 4.7337], [2.0109, 0.5372, 6.8722], [1.7333, 1.8635, 2.1384], [0.5730, 0.5577, 2.3992], [2.0357, 0.1813, 1.4865], [1.1319, 9.8978, -0.1854], [0.4578, 8.7477, 0.6031], [1.0849, 7.4061, 0.2995], [1.8422, 6.6564, 1.2508], [1.9200, 5.3839, 0.8226], [1.2614, 5.2490, -0.3912], [0.6933, 6.4934, -0.7046], [1.0893, 4.0560, -1.1673], [0.6696, 10.8434, 0.0977], [0.9913, 9.6787, -1.2439], [2.1815, 9.8573, 0.1055], [-0.5911, 8.7439, 0.3066], [0.5612, 8.9248, 1.6736], [2.2265, 7.1308, 2.1417], [2.3144, 4.4960, 1.2943], [0.1126, 6.8074, -1.5593], [1.4698, 3.2103, -0.5945], [1.5784, 3.9672, -2.1373], [0.0135, 3.9239, -1.2830], [-3.5946, 1.2015, -1.3303], [-4.3856, 0.8452, -0.0253], [-4.8424, 1.7294, 0.6873], [-4.5518, -0.3727, 0.1714], [-2.9128, 2.0242, -1.1146], [-4.2241, 1.5925, -2.1297], [-3.0523, 0.3693, -1.7790], [3.3701, 0.8545, -2.1023], [3.7629, 0.9811, -0.6459], [4.0061, -0.0711, -0.0424], [4.0279, 2.1147, -0.2042], [2.2917, 0.9929, -2.1793], [3.7682, -0.0471, -2.5678], [3.8433, 1.7156, -2.5742]], "mulliken_charge": [0.014, 0.470, -0.402, -0.718, -1.695, 1.464, -1.799, 0.779, 0.019, 0.887, 0.933, -0.227, -0.619, -1.517, -1.572, 0.229, 0.460, 0.460, 0.532, 0.428, -0.293, -0.028, -0.996, 0.720, 0.415, -0.813, 0.810, 0.413, 0.150, 0.529, 0.397, 0.453, 0.382, -0.848, -0.014, -0.494, -0.517, 0.171, -0.489, -0.598, 1.059, -0.616, -0.163, 0.321, -1.125, -0.852, -0.493, 0.312, 0.350, 0.399, 0.426, 0.634, 0.632, 0.545, 0.568, 0.487, 0.812, 0.789, 0.392, -0.063, 0.324, -0.912, 0.262, -0.695, -0.677, 0.602, -0.279, 0.140, 0.461, -0.858, -0.508, 0.103, -0.848, -0.077, -0.968, 0.347, 0.351, 0.356, 0.472, 0.617, 0.299, 0.317, 0.632, 0.470, 0.607, 0.526, 0.351, 0.423, 0.324, -0.760, 0.074, -0.720, -0.255, 0.482, -0.882, -0.267, 1.180, -0.392, -0.650, 0.306, -0.300, -1.015, -1.357, 0.372, 0.240, 0.385, 0.490, 0.446, 0.539, 0.399, 0.648, 0.514, 0.522, 0.513, 0.428, 0.382, 0.437, -0.840, 0.009, -0.242, -0.776, 0.747, -0.685, -0.307, 0.994, -0.840, -0.292, 0.225, -0.483, -0.840, -0.085, 0.405, 0.269, 0.382, 0.416, 0.510, 0.521, 0.476, 0.580, 0.549, 0.613, 0.597, 0.405, -0.109, -0.251, -1.074, -0.514, 0.234, -0.749, -0.195, 0.356, -0.301, -0.531, 0.380, 0.335, 0.337, 0.335, 0.358, 0.468, 0.528, 0.472, -0.184, 0.395, 0.337, 0.304, 0.028, -0.716, -0.530, -0.323, 0.611, -0.273, 0.069, 0.316, -0.640, -0.738, -0.643, 0.193, 0.596], "energy_ha": -3863.50617, "charge": 7, "gap_ev": 3.95}